The following is a quantum chemistry calculation of a molecular structure, C35H25BeBr2N2O2S2Sb, from the Open Molecules 2025 dataset.

Each line ends with the Mulliken charge.
Geometry (Å):
Be (0.59737, -0.27803, 0.18817)  -0.820
O (1.24090, 3.36739, -0.46395)  -0.608
C (1.00374, 2.48362, 0.34555)  0.435
O (0.91115, 1.24171, -0.07104)  -0.212
C (0.89986, 2.78448, 1.80579)  0.101
C (0.93094, 4.14977, 2.12485)  -0.809
C (0.93037, 4.59414, 3.42733)  -0.669
C (0.90706, 3.64990, 4.45400)  -0.505
C (0.87241, 2.30484, 4.16060)  -0.964
C (0.86318, 1.82261, 2.83537)  0.851
S (0.84221, 0.08350, 2.63249)  -0.296
H (0.96600, 4.85005, 1.30131)  0.434
H (0.95656, 5.65317, 3.64871)  0.397
H (0.91995, 3.97140, 5.48901)  0.378
H (0.85266, 1.57281, 4.95829)  0.427
Br (1.14046, -6.39066, 2.18821)  -0.155
C (1.07119, -4.60495, 1.60207)  -0.098
C (2.22769, -3.97033, 1.17925)  -0.844
C (2.12316, -2.66795, 0.73244)  0.008
N (0.97025, -2.00759, 0.71904)  0.538
C (-0.14171, -2.62786, 1.12519)  0.880
C (-0.13814, -3.93760, 1.57499)  -0.953
C (-1.35344, -1.78184, 1.01139)  0.605
C (-2.58813, -2.09343, 1.54435)  -0.980
C (-3.59671, -1.15267, 1.42237)  -0.012
Br (-5.28721, -1.50479, 2.16510)  -0.156
C (-3.36487, 0.04509, 0.76978)  -0.849
C (-2.09937, 0.26743, 0.25942)  -0.171
N (-1.12162, -0.62102, 0.38828)  0.774
H (3.17963, -4.47992, 1.17966)  0.458
H (2.98962, -2.13703, 0.35839)  0.308
H (-1.04935, -4.42958, 1.88105)  0.481
H (-2.76038, -3.02589, 2.06063)  0.465
H (-4.14065, 0.78865, 0.66579)  0.448
H (-1.84234, 1.18554, -0.25430)  0.525
S (1.15189, -0.83736, -2.05473)  -0.663
Sb (2.70971, 0.85694, -2.07373)  1.795
C (4.39625, -0.07375, -3.00274)  0.808
C (4.47421, -0.26555, -4.37981)  -0.357
C (5.54640, -0.95129, -4.93459)  -0.659
C (6.54829, -1.45768, -4.11846)  -0.466
C (6.48285, -1.26470, -2.74624)  -0.723
C (5.41346, -0.57238, -2.19185)  -0.422
C (3.79334, 1.77552, -0.51360)  0.718
C (4.41721, 2.99411, -0.75099)  -0.665
C (5.14418, 3.59552, 0.26722)  -0.800
C (5.24680, 2.98350, 1.50864)  -0.685
C (4.64193, 1.75523, 1.73127)  -0.623
C (3.91802, 1.14399, 0.71725)  -0.108
C (2.03966, 2.22782, -3.53064)  1.049
C (1.52400, 1.66007, -4.69255)  -0.812
C (1.13346, 2.47686, -5.74467)  -0.752
C (1.23508, 3.85588, -5.62795)  -0.473
C (1.70165, 4.42121, -4.44990)  -0.855
C (2.10716, 3.61053, -3.39829)  -0.291
H (3.70405, 0.12670, -5.03273)  0.309
H (5.59787, -1.09059, -6.00733)  0.393
H (7.38037, -1.99781, -4.55205)  0.367
H (7.26675, -1.64672, -2.10422)  0.400
H (5.39309, -0.40572, -1.12013)  0.326
H (4.35076, 3.47961, -1.71447)  0.476
H (5.62098, 4.55112, 0.09013)  0.422
H (5.78887, 3.47119, 2.30858)  0.396
H (4.70252, 1.27773, 2.70098)  0.443
H (3.40889, 0.21216, 0.92985)  0.112
H (1.39585, 0.58547, -4.76313)  0.414
H (0.73790, 2.03422, -6.65009)  0.400
H (0.93125, 4.49194, -6.44971)  0.380
H (1.73592, 5.49763, -4.33977)  0.408
H (2.42448, 4.06070, -2.46911)  0.328

## Properties
* energy above the lowest of the compared OMol25 structures with the same formula, charge and spin: 6.60 kcal/mol
* total energy: -212474.089 eV
* HOMO energy: -6.73 eV
* largest force on an atom: 0.01497 Eh/bohr

=====

The following is a quantum chemistry calculation of 2 unconnected molecules or ions with the total composition C5H10O2 at a distorted geometry, from the Open Molecules 2025 dataset.

Each line ends with the Mulliken charge.
Geometry (Å):
C (-0.02651, 2.70689, 1.20424)  -1.116
C (1.04125, -1.97155, -0.33824)  -0.841
C (1.32185, -0.94494, 0.52530)  0.454
O (1.76835, -1.21558, 1.83563)  -0.537
C (0.77230, 0.40099, 0.33899)  -0.489
C (0.53593, 1.36459, 1.28848)  0.096
H (-1.14227, 2.68747, 1.42549)  0.258
H (0.30723, 3.16402, 2.18449)  0.285
H (0.14640, 3.32129, 0.34179)  0.352
H (1.63068, -2.94458, -0.22236)  0.247
H (0.57489, -1.79950, -1.33681)  0.262
H (2.59312, -0.61230, 1.90142)  0.386
H (0.34539, 0.64589, -0.69662)  0.192
H (0.62708, 0.95136, 2.25881)  0.448
H (-3.61029, -1.45338, -2.96118)  0.316
H (-3.71761, -2.18281, -4.27133)  0.318
O (-3.16779, -2.11785, -3.47811)  -0.633

## Properties
* energy above the lowest of the compared OMol25 structures with the same formula, charge and spin: 73.61 kcal/mol
* total energy: -9439.851 eV
* HOMO energy: -8.33 eV
* SMILES: C=C(O)/C=C/C.O
* largest force on an atom: 0.07706 Eh/bohr

=====

The following is a quantum chemistry calculation of a molecular structure, C3H9BrGaINO3, from the Open Molecules 2025 dataset.

Each line ends with the Mulliken charge.
Geometry (Å):
N (-0.18115, 3.05904, 1.35408)  -0.596
Ga (0.82801, 2.38517, 2.83434)  0.430
Br (3.19201, 2.43283, 2.29999)  -0.532
I (0.42061, 3.97551, 4.86270)  -0.449
H (-0.16213, 4.07290, 1.42110)  0.242
H (0.26805, 2.83677, 0.47127)  0.177
H (0.44638, 0.90894, 3.25669)  -0.197
C (-1.02901, -3.00522, -3.14515)  -0.634
O (-0.02799, -2.18856, -2.54478)  -0.325
C (-0.39792, -1.64778, -1.37190)  0.753
O (-1.46599, -1.81567, -0.84363)  -0.540
O (0.60641, -0.91523, -0.92177)  -0.307
C (0.35935, -0.24347, 0.33072)  -0.571
H (-0.60306, -3.37303, -4.07491)  0.213
H (-1.28115, -3.84523, -2.50003)  0.288
H (-1.92554, -2.42508, -3.35711)  0.289
H (0.15329, -0.96349, 1.11817)  0.289
H (-0.47008, 0.45356, 0.24003)  0.307
H (1.26991, 0.29803, 0.57019)  0.164

## Properties
* total energy: -141414.111 eV
* HOMO energy: -5.44 eV
* net charge: -1
* largest force on an atom: 0.00825 Eh/bohr

=====

The following is a quantum chemistry calculation of C5H8N2O2 in the gas phase, from the Open Molecules 2025 dataset.

Each line ends with the Mulliken charge.
Geometry (Å):
C (1.56854, -0.83409, -1.13475)  -0.646
C (-0.43411, 0.44702, -1.57191)  0.274
C (-0.30724, 0.37568, 1.48797)  0.574
N (-0.26118, 1.70881, 1.24973)  -0.435
C (-1.30639, -0.38937, -0.72444)  -0.340
C (-1.17865, -0.44754, 0.60891)  -0.207
O (0.90529, 0.40755, -1.27410)  -0.296
N (0.37344, -0.12247, 2.44334)  -0.785
O (-0.84245, 1.20647, -2.40844)  -0.537
H (-0.57283, 2.07691, 0.36621)  0.228
H (0.44760, 2.22658, 1.74099)  0.268
H (0.19407, -1.10594, 2.61432)  0.233
H (-2.05951, -0.96073, -1.24921)  0.372
H (-1.79160, -1.15818, 1.15534)  0.427
H (1.84109, -1.21997, -2.12528)  0.286
H (2.47744, -0.64687, -0.56001)  0.209
H (0.94648, -1.56386, -0.61867)  0.377

## Properties
* energy above the lowest of the compared OMol25 structures with the same formula, charge and spin: 45.33 kcal/mol
* total energy: -12388.970 eV
* HOMO energy (alpha / beta): -9.39 / -9.39 eV
* SMILES: [H]/N=C(N)\C=C/C(=O)OC
* largest force on an atom: 0.01869 Eh/bohr

=====

The following is a quantum chemistry calculation of a molecular structure, C5H7N, from the Open Molecules 2025 dataset.

Each line ends with the Mulliken charge.
Geometry (Å):
C (1.65645, -0.56541, -0.75738)  -0.712
C (1.10362, -0.32290, 0.42833)  -0.291
C (-0.17367, 0.42203, 0.67168)  0.200
C (-1.01564, 0.86423, -0.55480)  -0.603
N (-1.94695, -0.25965, -0.28535)  -0.521
C (-1.30387, -0.55429, 0.78019)  -0.075
H (1.14501, -0.39969, -1.69510)  0.190
H (2.66349, -0.93946, -0.89006)  0.267
H (1.58250, -0.70985, 1.32501)  0.337
H (-0.07101, 1.15733, 1.48320)  0.348
H (-1.53024, 1.82556, -0.46935)  0.258
H (-0.57828, 0.82512, -1.55297)  0.240
H (-1.53196, -1.34174, 1.49803)  0.363

## Properties
* energy above the lowest of the compared OMol25 structures with the same formula, charge and spin: 55.28 kcal/mol
* total energy: -6786.115 eV
* HOMO energy: -9.39 eV
* largest force on an atom: 0.01374 Eh/bohr